# 1
Below is C29H45N7RuS4 as an isolated structure in a non-equilibrium geometry, with properties calculated with wB97M-V/def2-TZVPD.

Last column: Mulliken charge in e.
Cartesian coordinates (Å):
H (-0.9877, -2.0155, 0.6821)  0.79
H (-1.6364, 2.7634, 0.7933)  0.08
N (3.0655, -2.4401, -2.9017)  0.07
H (-2.8628, 0.1355, 3.1393)  0.33
C (-1.8577, 2.3668, -3.8387)  0.21
C (3.4452, -1.6471, -4.0726)  -0.86
H (2.6494, -1.7060, -4.8147)  0.33
C (3.3724, 2.2511, -0.3658)  0.78
N (-2.6730, 1.3417, -3.4326)  0.60
C (-2.8892, -0.4302, 0.4799)  -2.63
C (0.9068, -3.9861, 0.7950)  -1.59
H (2.6127, 2.4210, 2.3545)  0.19
S (0.2716, -0.6922, -1.9030)  -0.13
H (0.4276, 3.9607, 3.0422)  0.62
H (4.9367, 3.5103, -0.8448)  0.18
H (3.5755, -0.6104, -3.7757)  0.25
C (2.9275, -3.1591, 2.0375)  -1.54
H (5.1698, 1.6026, 0.3932)  0.22
H (-2.9593, -1.3441, 1.0710)  0.37
C (0.0530, 3.1001, 2.4863)  -1.84
S (-2.2058, 3.7822, -4.5961)  -0.29
H (1.4029, -4.9576, 0.8229)  0.48
H (3.6721, 0.6380, 2.1127)  0.43
H (-2.9645, 2.0820, -0.1296)  0.62
N (4.1722, 1.4547, 0.3718)  -0.62
H (3.2610, -4.1776, 2.2406)  0.52
C (-1.9687, 1.8712, 0.2702)  -1.31
N (-2.1049, 0.3082, -2.7315)  -0.53
N (3.9640, 3.2864, -0.9708)  -0.45
H (-3.9041, -0.0456, 0.3724)  0.54
H (-1.3017, 1.7014, -0.5697)  -0.37
C (-0.6639, 0.0358, 1.5253)  -0.44
C (-2.0373, 0.6399, 1.1823)  2.34
C (0.8361, -3.6905, 3.2766)  -1.71
C (-0.3471, -1.3426, 1.2234)  0.01
H (-0.1669, -4.1669, 0.8549)  0.33
C (2.9031, -1.8731, -1.7549)  -0.09
H (2.2124, -0.5270, 3.1116)  0.99
H (2.7010, 1.3360, 3.7803)  0.25
H (4.3735, -2.0352, -4.4914)  0.36
H (3.4051, 3.8856, -1.5539)  0.23
H (1.1915, -3.1195, 4.1363)  0.33
H (-1.0296, 3.1362, 2.5443)  0.32
C (0.4330, 0.5273, 2.3267)  1.51
C (-4.8668, 0.7298, -2.6058)  0.10
C (0.6506, 1.8332, 3.1048)  1.74
C (-6.0393, 1.5528, -4.9793)  -0.67
S (-0.2408, 1.9154, -3.3647)  -0.03
H (3.3852, -2.8344, 1.1037)  0.14
H (-6.8445, 0.2166, -1.9795)  0.39
Ru (1.1451, -0.2077, 0.2091)  0.62
H (0.3521, 3.2181, 1.4456)  0.19
H (3.3028, -2.5335, 2.8512)  0.30
H (4.0478, -0.4608, 0.9124)  0.38
C (1.3991, -3.1259, 1.9598)  1.64
C (-6.2374, 0.6271, -2.7755)  -0.68
C (-0.8384, 0.4771, -2.6149)  -0.16
N (3.6124, 0.4271, 1.1261)  -0.38
C (-4.6646, 1.6553, -4.8261)  -0.57
H (1.1552, -4.7262, 3.4026)  0.46
H (2.2320, 3.0067, 3.9603)  0.65
H (3.6706, -4.3691, -3.4577)  0.34
H (-0.2547, -3.6667, 3.2793)  0.34
H (-1.0128, 1.3423, 4.4509)  0.26
C (-4.0902, 1.2546, -3.6282)  0.17
C (1.3244, -0.5555, 2.5017)  -1.86
H (2.4947, -4.2992, -2.1267)  0.26
H (0.1579, 2.4917, 5.1052)  0.45
H (0.5583, 0.7732, 5.0115)  0.33
H (-3.8140, 1.2903, 2.2094)  0.52
H (-2.3553, 1.8203, 3.0217)  0.26
C (0.8623, -1.7158, 1.8527)  0.43
C (2.1437, 2.1433, 3.3009)  -2.04
H (-4.3923, 0.3922, -1.6954)  0.42
H (-7.9008, 0.9765, -4.0850)  0.39
N (2.7562, -1.3596, -0.7161)  0.20
H (-4.0519, 2.0352, -5.6264)  0.41
H (-2.5160, -0.6724, -0.5156)  0.53
C (2.7810, -3.8653, -3.0808)  -0.83
C (0.0458, 1.5906, 4.4999)  -1.62
C (-2.7963, 0.9965, 2.4699)  -1.75
S (1.7047, 2.0339, -0.5547)  -0.47
H (1.1108, -3.5130, -0.1671)  0.07
C (-6.8289, 1.0471, -3.9580)  -0.49
H (-6.4910, 1.8679, -5.9103)  0.38
H (1.9619, -3.9818, -3.7902)  0.31

Properties
HOMO-LUMO gap (alpha / beta): 0.2630 / 0.2304 hartree
Charge: +1
Energy: -3202.761290 Eh
Energy relative to the best compared isomer or geometry (same formula, charge and spin): 14.9 kcal per mole
Highest occupied orbital energy (alpha / beta): -0.3528 / -0.3534 Ha
Molecular weight: 721.07 g mol⁻¹
Spin multiplicity: 2

# 2
Below is a 10-piece molecular cluster, C39H87O33P3 overall in a non-equilibrium geometry, with properties calculated with wB97M-V/def2-TZVPD.

Last column: Mulliken charge in e.
Cartesian coordinates (Å):
H (-22.1678, -2.0776, 8.3495)  0.33
H (-28.7763, -8.2367, 0.8287)  0.24
C (-25.5957, -11.4683, -2.1145)  -1.06
O (-25.9629, -4.9308, -2.4217)  -0.25
C (-33.1563, -3.4045, 1.9136)  -0.46
H (-27.1915, -2.6225, 4.1080)  0.28
H (-28.2405, -8.6577, -4.7467)  0.25
H (-28.0029, -4.7321, 0.9078)  0.23
C (-21.5929, -13.0799, -6.1708)  -0.20
H (-28.3122, -3.1042, 0.5580)  0.29
H (-29.3104, -8.3993, -7.9492)  0.26
H (-23.6481, -8.9715, -6.7961)  0.32
H (-23.2764, 0.4843, 6.8344)  0.23
C (-29.5870, -7.3866, -7.6573)  -0.36
H (-21.1214, -13.3577, -5.2184)  0.28
H (-26.0244, -5.4217, -4.4357)  0.43
C (-24.1353, 1.1542, 6.8947)  -1.12
O (-35.0505, -3.4420, 5.2369)  -0.40
C (-26.5879, -5.6843, 4.2181)  -0.61
H (-33.6188, -9.7555, -1.9939)  0.25
C (-24.6444, -7.1379, 0.2681)  0.09
H (-24.0692, -1.0050, -0.0760)  0.37
H (-26.1771, -9.1825, -6.6813)  0.44
C (-25.7537, -5.8598, -3.4712)  -0.42
C (-23.2834, -3.2146, 6.9181)  -0.05
O (-26.2334, -3.0067, 6.6931)  -0.80
C (-35.6023, -0.6460, 2.8285)  -0.28
C (-35.6291, -0.7646, 1.3077)  -0.89
C (-33.1124, -4.8069, 5.9330)  -0.86
H (-32.2434, -5.3344, 1.5676)  0.30
P (-25.4070, -1.9609, 6.1036)  0.82
H (-29.0915, -7.1703, -4.5000)  0.24
O (-27.5524, -5.6993, 3.1807)  -0.07
H (-23.1761, -3.4498, 3.0465)  0.09
H (-35.1346, -5.0463, 6.4988)  0.33
C (-25.9883, 0.0990, -1.7133)  0.82
H (-25.5344, -7.5650, -6.2117)  0.12
C (-29.6179, -7.6829, 1.2488)  -0.75
C (-25.6109, -8.6194, -5.9421)  -0.36
O (-33.9023, -3.7372, 3.0866)  -0.14
H (-26.3949, -6.6529, 4.6762)  0.49
H (-25.6150, -6.7092, 0.5106)  -0.10
H (-26.4772, -6.6787, -3.4401)  -0.06
P (-23.0752, -11.3251, -4.9146)  0.80
C (-23.6319, -5.5133, 1.6591)  0.79
H (-25.8188, -3.6531, -9.1243)  0.19
H (-36.5514, -1.2465, 0.9797)  0.26
H (-21.5650, -6.3013, -1.1442)  0.36
O (-26.6090, 0.1524, -0.6829)  -0.56
H (-26.6396, -11.7482, -1.9349)  0.39
H (-24.5010, 1.2241, 7.9137)  0.29
O (-28.3081, -7.7655, 3.7199)  -0.62
H (-27.8236, 1.8141, -3.6699)  0.25
O (-22.9146, -12.5901, -5.8464)  -0.29
C (-28.3205, -6.7787, 3.0349)  0.46
H (-26.6909, -1.4213, 1.5600)  0.42
H (-26.0490, 1.3869, 5.9930)  0.34
P (-34.3932, -2.6093, 4.0817)  0.91
H (-32.8084, -3.9500, 6.5326)  0.30
H (-32.9484, -8.1194, -1.7232)  0.29
H (-29.5394, -7.2559, -6.5838)  0.02
C (-24.1962, -9.1454, -5.8701)  -0.37
H (-30.6054, -7.2206, -8.0031)  0.32
H (-24.3302, -6.6314, -0.6542)  -0.06
O (-27.1758, -3.9869, -0.9061)  -0.09
H (-34.8061, -1.3891, 0.9628)  0.15
C (-27.2810, 1.7646, -2.7308)  -0.67
O (-23.8691, -1.9828, 6.4956)  -0.09
O (-20.8479, -5.1505, -2.7709)  -0.35
H (-26.6897, -3.3431, -7.5863)  0.29
O (-24.9293, -0.6562, -1.9700)  -0.34
O (-24.3439, -4.6006, 1.3156)  -0.29
H (-24.9211, 0.5436, 4.9245)  0.19
C (-26.2468, -4.0958, -8.2335)  -0.57
H (-32.4626, -4.9675, 5.0754)  0.11
H (-35.5598, 0.2211, 0.8488)  0.37
H (-31.2073, -3.9872, 1.1364)  0.18
O (-25.8754, -0.5106, 6.5187)  -0.38
H (-25.0220, -11.7794, -1.2436)  0.33
H (-34.6820, -0.1597, 3.1526)  0.35
H (-20.7117, -14.6750, -7.1883)  0.38
H (-29.1315, -4.3469, -0.4517)  0.51
C (-25.2271, 0.6683, 5.9610)  -0.09
H (-22.1583, -14.1653, -7.9688)  0.32
H (-25.5155, -4.6837, -7.6833)  0.25
H (-26.8749, 2.7335, -2.4469)  0.27
O (-22.6707, -5.4249, 2.5837)  -0.44
H (-25.7399, -11.7846, -4.2486)  0.29
C (-31.9520, -4.3223, 1.8577)  -0.80
H (-25.6326, -5.3165, 3.8436)  -0.06
H (-25.2869, -13.1839, -3.3751)  0.32
C (-25.1356, -12.0989, -3.3972)  -0.15
O (-31.0049, -7.3471, -2.5768)  -0.59
H (-33.7985, -3.4864, 1.0358)  0.26
C (-21.7353, -14.3406, -6.9790)  -1.21
H (-21.4714, -3.7005, 2.5533)  0.33
H (-34.0110, -8.4477, -3.1212)  0.25
H (-22.2590, -15.1262, -6.4462)  0.30
H (-30.1781, -8.3617, 1.8919)  0.35
O (-33.3699, -1.6385, 4.4759)  -0.71
C (-26.5396, -1.8289, 3.7441)  -0.91
O (-21.8669, -10.5603, -4.6396)  -0.61
O (-18.8999, -5.3438, -3.7947)  -0.58
H (-24.5858, -8.2035, 0.1013)  0.25
H (-26.0561, -8.7129, -4.9534)  -0.18
H (-23.7683, -2.2143, -1.2141)  0.18
O (-26.2463, 0.8025, -2.8212)  -0.36
H (-28.0029, 1.4514, -1.9724)  0.32
O (-32.0913, -9.2096, -3.2384)  -0.38
O (-23.7297, -11.8971, -3.5891)  -0.30
H (-22.5338, -4.9669, -1.7307)  0.24
H (-21.3823, -3.6628, 8.0590)  0.40
C (-26.1664, -2.0253, 2.2952)  -0.05
O (-35.6680, -1.9460, 3.4345)  -0.35
H (-23.6707, -8.6504, -5.0515)  0.20
H (-25.4182, -2.0505, -0.5248)  -0.07
O (-24.2636, -10.5612, -5.6236)  -0.29
O (-23.6606, -6.7527, 1.2392)  -0.46
O (-30.0712, -8.9020, -3.9119)  -0.50
H (-34.8825, -5.4546, 4.8159)  0.24
H (-31.5253, -4.3866, 2.8564)  0.15
H (-23.7663, 2.1219, 6.5468)  0.40
H (-20.9218, -12.3166, -6.5603)  0.34
O (-25.3104, -1.9650, 4.5228)  -0.08
O (-27.2716, -4.9787, -8.7194)  -0.37
C (-31.0500, -8.3867, -3.1817)  0.86
H (-23.9147, -3.6474, 7.7005)  0.35
C (-33.2405, -8.8546, -2.4688)  -0.61
C (-26.9881, -5.0994, -1.5969)  0.56
C (-18.7300, -7.9682, -2.9552)  -0.71
H (-28.3261, -7.9879, -3.1149)  0.13
H (-32.9082, -5.6614, 6.5893)  0.41
H (-21.3255, -2.3478, 6.9056)  0.29
C (-34.5886, -4.7590, 5.6014)  -0.20
C (-24.5515, -1.5222, -0.9149)  -0.16
C (-21.9805, -2.8706, 7.6223)  -1.34
H (-32.8125, -2.3662, 1.9329)  0.45
C (-28.8819, -8.1372, -4.0397)  -0.16
O (-27.6289, -6.1108, -1.4480)  -0.44
H (-22.3148, -6.6243, -2.6228)  0.13
O (-27.6272, -5.6686, -6.6249)  -0.54
H (-19.0023, -8.7094, -3.7059)  0.22
O (-29.0913, -6.5797, 1.9795)  0.06
O (-28.7055, -6.5526, -8.4149)  -0.35
H (-17.8548, -7.4215, -3.2938)  0.34
O (-19.8750, -7.1287, -2.7788)  -0.30
C (-27.8769, -5.7206, -7.8053)  0.90
C (-28.2182, -4.0727, 0.0697)  -0.91
H (-23.1780, -3.9390, 6.1148)  0.17
H (-26.9219, -5.0069, 5.0062)  0.30
C (-21.9023, -5.7873, -2.0561)  -0.32
H (-26.2228, -3.0786, 2.0082)  -0.18
C (-22.3294, -4.1360, 3.0629)  -0.38
C (-19.7735, -5.8525, -3.1604)  0.67
H (-18.5299, -8.4695, -2.0128)  0.28
H (-36.4715, -0.0699, 3.1417)  0.30
H (-22.0523, -4.2748, 4.1081)  0.16
H (-24.7306, -6.2134, -3.4095)  0.15
H (-25.6264, -10.3756, -2.1513)  0.16
H (-26.9525, -0.8386, 3.9334)  0.48
H (-30.2389, -7.2822, 0.4564)  0.21
H (-25.0854, -1.8862, 2.2082)  0.08

Properties
HOMO-LUMO gap: 0.3917 hartree
Energy: -5045.534295 Eh
SMILES: CCOP(=O)(OCC)OCC.CCOP(=O)(OCC)OCC.CCOP(=O)(OCC)OCC.COC(=O)OC.COC(=O)OC.COC(=O)OC.COC(=O)OC.COC(=O)OC.COC(=O)OC.COC(=O)OC
Highest occupied orbital energy: -0.3791 Ha
Molecular weight: 1177.01 g mol⁻¹

# 3
Below is C29H21N6PS12V as an isolated structure, with properties calculated with wB97M-V/def2-TZVPD.

Last column: Mulliken charge in e.
Cartesian coordinates (Å):
C (0.4314, 1.7746, 3.0012)  0.58
H (1.4435, 4.0388, 5.3235)  0.38
H (-0.4685, -0.1125, 3.4505)  0.41
S (0.9777, 0.1198, -2.2616)  -0.37
C (2.2780, -0.0339, -1.2634)  0.37
S (1.9552, -4.8519, -0.3895)  -0.26
H (0.5910, 2.2790, 6.8474)  0.35
C (1.3373, -3.5256, -1.3414)  0.31
C (2.0253, 2.0320, 0.7792)  0.10
C (-3.4939, -2.3262, 0.2822)  0.15
H (-2.1818, -5.0169, 2.0971)  0.45
S (3.5417, -1.5990, 0.4919)  -0.26
N (-4.3344, -1.4308, -0.2752)  -0.20
C (0.9618, 2.9436, 3.5465)  -0.47
S (-4.0064, -3.4702, 1.4885)  -0.31
C (-3.4201, 2.4660, -1.6445)  -1.06
P (0.2747, 1.6613, 1.1564)  0.03
H (-4.6723, 3.5497, -0.2480)  0.38
H (-3.9826, -1.0065, -1.1331)  0.03
N (-2.1427, 0.6610, -0.6977)  1.55
C (-0.2689, -3.7982, 0.1806)  -0.11
H (-2.5519, 0.5655, 2.4339)  0.14
N (-2.1196, 0.2433, 1.5715)  -0.14
H (-3.9537, 2.2175, 1.6951)  0.36
C (2.2655, -0.3196, 0.2398)  0.56
N (1.9855, -3.0365, -2.3981)  0.12
S (-0.7455, -0.3717, -6.8302)  -0.17
S (-2.8576, 1.4691, -7.8937)  -0.39
C (4.7908, 2.2390, 0.0771)  -0.82
C (3.9331, 3.2379, -0.1362)  -0.50
N (0.1898, -3.0607, -0.8998)  0.23
C (-2.4132, -4.1469, 1.5081)  -0.26
S (0.5568, -2.3526, -5.0677)  -0.50
S (0.5807, -0.4811, 0.9080)  -0.07
S (-3.0397, 0.0736, -5.2564)  -0.07
C (4.6914, -0.2995, -0.2053)  0.01
C (-0.0499, 0.7950, 3.8654)  -0.31
H (0.4142, -5.4504, 1.4429)  0.45
C (1.0192, 3.1270, 4.9199)  -0.55
V (-0.8925, -1.0934, -1.1137)  0.19
C (4.3893, 0.9331, 0.6959)  -0.35
H (1.8372, 3.9415, -0.0842)  0.48
C (0.5518, -4.7782, 0.6137)  -0.43
C (2.8992, 0.8549, 1.0448)  -1.25
H (4.2781, 4.1533, -0.6030)  0.36
H (4.9979, 0.7667, 1.5888)  0.43
H (2.8713, -3.4356, -2.6519)  0.19
C (0.0086, 0.9775, 5.2405)  -0.78
H (-5.3159, -1.6387, -0.2569)  0.26
H (-3.6888, 3.0310, -2.5251)  0.44
C (-1.6254, -3.4769, 0.6394)  -0.90
C (-1.8648, -1.0224, -4.5509)  -0.06
C (2.5008, 3.1271, 0.1879)  0.08
C (-2.6071, 0.9465, 0.5644)  0.22
C (-3.5673, 2.0082, 0.7041)  -1.22
H (1.3478, 3.7121, 2.8859)  0.31
S (3.8807, 0.0464, -1.8533)  -0.22
C (-2.2477, 0.4391, -6.7254)  0.08
C (-2.5310, 1.4260, -1.7318)  -0.60
S (-2.3218, -1.7754, -3.0366)  -0.38
N (-2.2297, -2.4216, -0.0135)  0.75
S (6.3848, -0.7625, -0.3930)  -0.40
H (1.4274, -2.6150, -3.1625)  -0.30
C (-3.9566, 2.7434, -0.3740)  -0.39
H (5.8316, 2.3205, -0.2144)  0.42
H (-0.3629, 0.2005, 5.8982)  0.38
H (2.7825, 0.5565, 2.0902)  0.57
C (0.5422, 2.1421, 5.7737)  -0.44
C (-0.7672, -1.2737, -5.3151)  0.19
H (-2.0945, 1.1640, -2.6868)  0.25

Properties
HOMO-LUMO gap (alpha / beta): 0.1834 / 0.1831 hartree
Charge: -2
Energy: -7510.081004 Eh
Energy relative to the best compared isomer or geometry (same formula, charge and spin): 47.8 kcal per mole
Highest occupied orbital energy (alpha / beta): -0.0576 / -0.0573 Ha
Molecular weight: 920.25 g mol⁻¹
Spin multiplicity: 4

Which of these has the lowest molecular weight? C29H45N7RuS4